Molecular formula: C32H50Cl5N2OSi5V
Method: DFT, ωB97M-V with the def2-TZVPD basis set

```
96
Properties=species:S:1:pos:R:3:forces:R:3:lowdin_spin:R:1
V -0.224 0.396 -0.118 -0.3 0.0 0.6 2.010
Cl 1.309 5.915 4.224 0.0 0.0 0.0 0.000
C 0.580 4.729 3.214 0.0 -0.1 0.0 0.001
C 1.266 3.558 2.903 -0.1 0.1 0.0 0.000
Cl 2.852 3.286 3.501 0.0 0.0 0.0 0.000
C 0.655 2.603 2.108 0.1 0.0 0.1 0.003
Cl 1.488 1.134 1.702 -0.1 0.2 0.0 0.006
C -0.634 2.748 1.584 0.0 0.0 0.0 0.003
O -1.184 1.832 0.848 0.0 -0.1 -0.1 0.013
C -1.302 3.945 1.909 0.0 0.1 0.0 0.000
Cl -2.901 4.163 1.303 0.0 0.0 -0.1 0.000
C -0.708 4.912 2.711 0.0 0.0 0.0 0.000
Cl -1.572 6.348 3.097 0.0 0.0 0.0 0.000
C 4.255 1.827 -2.578 0.0 0.0 0.1 -0.002
Si 3.099 1.443 -1.132 0.1 0.0 0.1 -0.003
C 2.646 3.188 -0.547 0.0 -0.1 0.0 0.000
C 4.193 0.542 0.116 0.0 0.0 -0.1 0.000
C 1.539 0.465 -1.642 0.2 -0.3 0.1 -0.034
C 0.754 1.504 -2.322 0.0 0.1 -0.2 0.010
C 0.860 2.056 -3.608 0.0 -0.1 0.0 -0.001
C 0.055 3.123 -3.949 0.0 0.0 0.1 0.010
C -0.857 3.638 -3.027 0.0 0.0 0.0 -0.001
C -0.948 3.027 -1.795 0.0 0.1 0.1 0.006
N -0.163 1.995 -1.478 -0.1 0.2 -0.3 -0.009
Si 2.022 -1.066 -2.638 0.0 0.0 0.0 -0.006
C 0.546 -2.017 -3.314 0.0 0.0 0.0 0.000
C 3.058 -2.222 -1.565 0.0 0.1 0.0 0.000
C 3.069 -0.760 -4.190 0.0 -0.1 0.0 -0.003
H 4.915 2.627 -2.230 0.0 0.0 0.0 0.000
H 3.738 2.205 -3.460 0.0 0.0 0.0 0.000
H 4.889 0.996 -2.880 0.0 0.0 0.0 0.000
H 3.285 3.475 0.292 0.0 0.0 0.0 0.000
H 1.614 3.332 -0.236 0.0 0.0 0.0 0.000
H 2.838 3.894 -1.358 0.0 0.0 0.0 0.000
H 4.643 1.261 0.803 0.0 0.0 0.0 0.000
H 5.005 0.030 -0.404 0.0 0.0 0.0 0.000
H 3.678 -0.203 0.716 0.0 0.0 0.0 0.000
H 1.580 1.660 -4.307 0.0 0.0 0.0 0.000
H 0.141 3.568 -4.932 0.0 0.0 0.0 0.001
H -1.489 4.481 -3.264 0.0 0.0 0.0 0.000
H -1.658 3.330 -1.036 0.0 0.0 0.0 0.000
H -0.033 -2.525 -2.547 0.0 0.0 0.0 0.000
H 0.934 -2.782 -3.991 0.0 0.0 0.0 0.000
H -0.131 -1.382 -3.891 0.0 0.0 0.0 0.000
H 2.912 -2.056 -0.499 0.0 0.0 0.0 0.000
H 4.122 -2.092 -1.770 0.0 0.0 0.0 0.000
H 2.812 -3.265 -1.772 0.0 0.0 0.0 0.000
H 2.728 0.057 -4.825 0.0 0.0 0.0 0.000
H 3.019 -1.671 -4.792 0.0 0.0 0.0 0.000
H 4.119 -0.586 -3.963 0.0 0.0 0.0 0.000
C -3.512 -1.797 3.362 0.0 0.1 -0.1 -0.002
Si -2.689 -0.536 2.205 -0.1 0.2 0.0 -0.002
C -2.773 0.966 3.353 0.0 0.0 -0.2 0.000
C -3.935 -0.159 0.837 0.0 0.0 0.1 0.001
C -1.039 -1.098 1.480 0.3 -0.4 -0.3 -0.014
Si 0.120 -1.690 2.835 0.0 0.0 0.0 0.000
C 0.250 -0.486 4.292 -0.1 -0.1 0.0 0.001
C -0.374 -3.353 3.595 0.0 0.0 0.0 -0.001
C 1.890 -2.095 2.277 -0.1 0.0 0.1 0.001
Si -1.402 -2.548 0.395 0.1 0.0 -0.3 0.000
C -2.710 -3.855 0.767 0.0 0.1 0.1 0.001
C 0.080 -3.580 -0.150 -0.1 0.0 0.1 0.000
C -2.030 -1.760 -1.234 -0.1 0.0 0.0 0.005
C -2.872 -2.449 -2.106 0.0 0.0 0.0 -0.001
C -3.382 -1.835 -3.232 0.0 0.0 0.0 0.005
C -3.024 -0.521 -3.481 0.0 0.0 0.0 -0.001
C -2.163 0.105 -2.604 0.0 0.0 0.0 0.006
N -1.674 -0.483 -1.503 0.1 0.0 0.1 -0.005
H -4.522 -1.417 3.541 0.0 0.0 0.0 0.000
H -3.008 -1.800 4.331 0.0 0.0 0.0 0.000
H -3.603 -2.826 3.025 0.0 0.0 -0.1 0.000
H -3.810 0.988 3.703 0.0 0.0 0.0 0.000
H -2.586 1.920 2.870 0.0 -0.1 0.0 0.000
H -2.148 0.880 4.239 0.1 0.0 0.0 0.000
H -4.881 0.109 1.316 0.0 0.0 0.0 0.000
H -4.141 -0.985 0.153 0.0 0.0 0.0 0.000
H -3.608 0.700 0.248 0.0 0.0 0.0 0.000
H -0.402 -0.804 5.109 0.0 0.0 0.0 0.000
H -0.025 0.535 4.038 0.0 0.1 0.0 0.000
H 1.272 -0.471 4.678 0.0 0.0 0.0 0.000
H -1.372 -3.387 4.028 0.0 0.1 0.0 0.000
H 0.342 -3.563 4.396 0.0 0.0 0.0 0.000
H -0.290 -4.170 2.875 0.0 0.0 0.0 0.000
H 2.375 -1.413 1.582 -0.1 0.1 0.0 0.001
H 1.937 -3.092 1.840 0.0 0.0 0.0 0.000
H 2.505 -2.118 3.182 0.0 0.0 0.0 0.000
H -2.529 -4.321 1.737 0.0 0.0 0.0 0.000
H -2.636 -4.646 0.017 0.0 0.0 0.0 0.000
H -3.730 -3.470 0.762 0.0 0.0 0.0 0.000
H 0.331 -4.336 0.597 0.0 0.0 0.0 0.000
H 0.973 -2.993 -0.346 0.0 0.0 0.0 0.000
H -0.182 -4.112 -1.069 0.0 0.0 0.0 0.000
H -3.136 -3.472 -1.879 0.0 0.0 0.0 0.000
H -4.048 -2.366 -3.900 0.0 0.0 0.0 0.000
H -3.395 0.019 -4.340 0.0 0.0 0.0 0.000
H -1.858 1.121 -2.795 0.0 0.0 0.0 0.000
```
Forces are in eV/Å.

**Energy above the lowest of the compared OMol25 structures with the same formula, charge and spin**: 0.0 kJ/mol
**⟨S²⟩**: 2.027
**Multiplicity**: 3
**DFT total energy**: -166717.871 eV
**Total charge**: 0
**HOMO-LUMO gap (alpha / beta)**: 7.70 / 8.06 eV
**LUMO level (alpha / beta)**: -0.5 / -0.1 eV

---

Molecular formula: C9H8F5N2OTeTl
Method: DFT, ωB97M-V with the def2-TZVPD basis set

```
27
Properties=species:S:1:pos:R:3:forces:R:3:nbo_charge:R:1
Tl 0.129 -2.209 -1.977 -0.1 0.1 -0.2 0.858
N -2.329 -0.998 -1.184 -0.1 -0.1 -0.1 -0.890
C -2.234 0.198 -0.396 -0.3 0.2 0.1 0.203
C -3.354 0.850 0.065 0.3 -0.2 -0.1 -0.237
C -3.254 2.002 0.857 0.2 0.2 0.2 -0.205
C -2.025 2.493 1.196 -0.1 -0.1 -0.1 -0.173
C -0.852 1.859 0.735 -0.1 -0.3 -0.1 -0.094
C 0.438 2.320 1.073 0.3 -0.1 -0.2 -0.107
C 1.535 1.693 0.555 -0.3 0.3 0.2 -0.255
C 1.338 0.603 -0.309 0.1 0.1 -0.1 0.112
N 0.161 0.112 -0.603 0.2 -0.3 -0.3 -0.504
C -0.944 0.706 -0.090 -0.3 0.4 0.3 0.123
H -2.778 -1.729 -0.639 0.0 0.0 -0.1 0.383
H -2.911 -0.830 -2.000 0.0 -0.1 0.1 0.382
H -4.338 0.469 -0.176 0.0 -0.1 -0.1 0.216
H -4.156 2.488 1.201 0.0 0.0 0.0 0.222
H -1.928 3.372 1.814 0.0 0.1 0.1 0.218
H 0.531 3.171 1.733 0.1 0.1 0.1 0.219
H 2.540 2.005 0.792 0.1 0.1 0.0 0.236
H 2.191 0.127 -0.769 0.0 0.1 -0.1 0.223
F 4.573 -1.328 0.045 -0.9 -1.0 -0.7 -0.620
Te 3.182 -2.572 -0.443 1.5 -2.8 4.6 3.340
F 4.113 -4.050 -1.259 -0.4 1.5 0.2 -0.614
F 3.827 -3.487 1.105 -0.4 0.6 -0.9 -0.593
F 1.669 -3.824 -0.300 0.8 0.9 -0.6 -0.651
F 2.100 -1.677 0.910 0.6 -0.2 -1.3 -0.636
O 2.774 -1.762 -1.938 -1.0 0.7 -1.0 -1.155
```
Forces are in eV/Å.

**Multiplicity**: 1
**DFT total energy**: -40065.567 eV
**Total charge**: 0
**HOMO-LUMO gap**: 8.94 eV
**LUMO level**: -0.6 eV